Entry from OMol25: a structure of composition C16H32ClN3O5Pb (ωB97M-V/def2-TZVPD).

Structure (ORCA input):
```
! wB97M-V def2-TZVPD RIJCOSX def2/J DEFGRID3
* xyz 1 2
Pb 1.83 -4.52 4.95
C 0.14 -1.71 -1.84
C 0.03 -0.17 -1.78
N 1.38 0.55 -2.14
C 1.15 2.06 -1.76
C 2.69 0.02 -1.35
C 2.44 -0.60 0.05
C 1.57 0.35 -3.68
C 2.82 1.04 -4.36
O 3.75 1.57 -3.38
C 5.09 1.18 -3.60
H -0.06 -2.09 -2.84
H -0.36 -2.26 -1.04
H 1.13 -2.16 -1.74
H -0.12 0.06 -0.73
H -0.80 0.24 -2.36
H 1.97 2.67 -2.13
H 1.16 2.27 -0.69
H 0.12 2.27 -2.06
H 3.35 0.86 -1.13
H 3.21 -0.66 -2.03
H 3.31 -0.81 0.67
H 2.09 -1.63 -0.01
H 1.72 -0.10 0.70
H 0.64 0.60 -4.20
H 1.63 -0.72 -3.89
H 2.51 1.93 -4.90
H 3.22 0.28 -5.02
H 5.55 1.31 -4.58
H 5.16 0.10 -3.54
H 5.88 1.43 -2.90
Cl -0.74 -2.85 2.43
O -2.13 -3.23 2.23
O -0.40 -2.89 3.82
O 0.12 -3.83 1.81
O -0.50 -1.60 1.79
C -2.05 1.44 3.55
C -1.22 1.96 4.79
C 0.04 2.86 4.36
C 0.74 3.36 5.63
N 1.27 3.77 6.56
H -2.70 2.13 3.00
H -2.72 0.66 3.92
H -1.45 0.92 2.80
H -0.71 1.15 5.33
H -1.94 2.34 5.51
H -0.42 3.72 3.86
H 0.72 2.56 3.57
N -4.08 -2.16 0.23
C -4.70 -2.35 -0.94
C -5.79 -1.53 -1.02
C -5.82 -0.68 0.07
C -4.68 -1.00 0.82
H -3.25 -2.64 0.56
H -4.39 -3.20 -1.54
H -6.51 -1.68 -1.80
H -6.55 0.10 0.20
H -4.36 -0.66 1.79
*
```

The calculation puts the total energy at -1821.63996 Ha. As for the HOMO energy (spin up / spin down): -0.3426 / -0.3426 Eh. Its expectation value of S² is 0.752. The value obtained for the max |F| is 3.4 eV Å⁻¹. Its molar mass is 589.10 g/mol.